Molecular formula: C28H44Cl3N4O3SeSiTm
Method: DFT, ωB97M-V with the def2-TZVPD basis set

Structure (XYZ):
```
85
Properties=species:S:1:pos:R:3:mulliken_charge:R:1
C 1.5307 -0.8868 -4.1209 -1.29
C 1.0871 0.5410 -4.0207 0.38
H 1.2471 -1.3218 -5.0866 0.37
H 1.0709 -1.4732 -3.3064 0.08
H 2.6281 -0.9693 -4.0116 0.29
C 0.5508 1.2720 -5.0154 0.17
C 0.3266 0.7950 -6.4035 -1.53
H 0.2220 2.2922 -4.8145 0.42
H 0.5144 -0.2747 -6.5414 0.37
H 0.9732 1.3365 -7.1048 0.29
H -0.7045 1.0045 -6.7160 0.30
Tm -0.0191 -0.4639 0.0493 -0.46
Cl 2.2987 -0.3454 1.0789 -0.59
Cl -0.1150 -2.8101 -0.9504 -0.58
C 0.4410 2.5089 0.9940 -0.08
O -0.4223 1.5847 0.9175 -0.48
N 0.1177 3.7707 1.2400 0.55
C -1.2377 4.1989 1.5889 -0.96
C 1.0782 4.8436 1.0240 -1.07
H 1.5078 2.2787 0.8840 0.45
H -1.8895 3.3265 1.6595 0.28
H -1.6203 4.8954 0.8239 0.29
H -1.2182 4.7297 2.5555 0.32
H 2.0051 4.4181 0.6160 0.30
H 1.3062 5.3697 1.9654 0.37
H 0.6843 5.5743 0.2979 0.36
H -1.3593 -1.0293 -3.4693 0.15
H -2.3642 1.4949 -4.0457 0.16
C -2.3058 -1.1409 -2.9201 -0.92
C -3.1982 1.1157 -3.4306 -0.79
N -2.7262 0.1648 -2.4290 0.39
H -2.1581 -1.8265 -2.0828 0.27
C -2.7470 0.4620 -1.1284 0.10
O -2.2632 -0.2795 -0.2309 -0.56
H -3.6882 1.9626 -2.9312 0.31
H -3.2441 1.4209 -0.8950 0.25
H -3.0764 -1.5260 -3.6004 0.41
H -3.9196 0.6220 -4.0968 0.34
O 0.4183 0.4376 -1.7766 1.00
C 1.2554 1.1163 -2.6347 -0.26
C -0.1130 3.2465 -2.4027 0.68
C 1.1280 2.6282 -2.5007 0.11
H -0.9978 2.6096 -2.3136 0.07
C -0.1907 4.6402 -2.4054 -0.72
H 2.3021 0.8915 -2.3652 0.40
C 2.3019 3.3821 -2.5239 -0.43
H -1.1777 5.1016 -2.3660 0.43
C 0.9745 5.4102 -2.4750 -0.72
C 2.2252 4.7783 -2.5380 -0.69
H 3.2629 2.8488 -2.5510 0.42
H 0.8905 6.4999 -2.5191 0.39
H 3.1421 5.3738 -2.6168 0.38
Si 0.3705 -6.6217 -0.7871 0.62
Cl 0.5272 -5.7030 -2.6402 -0.32
C -1.4751 -6.7231 -0.4399 -0.91
C 1.6007 -5.6318 0.2457 -0.59
C 0.8780 -8.4559 -0.6397 -1.02
H -1.9699 -5.7947 -0.7362 0.20
H -1.6788 -6.9228 0.6185 0.32
H -1.9196 -7.5481 -1.0142 0.28
H 0.2206 -9.1500 -1.1882 0.28
H 0.8078 -8.7345 0.4276 0.30
H 1.9102 -8.6617 -0.9589 0.29
H 1.4034 -4.5673 0.0714 -0.02
H 2.6231 -5.8628 -0.0871 0.28
H 1.5485 -5.8474 1.3215 0.28
C 1.4560 -2.1291 5.1390 -1.06
N 0.8272 -0.8624 4.8009 0.45
C -0.0309 -0.6672 3.7496 -0.27
Se -0.5738 -1.9691 2.5953 -0.26
N -0.4938 0.6156 3.8879 0.34
C -0.0531 1.1754 5.0834 0.53
C -0.5200 2.2729 5.7993 -0.67
C -0.1021 2.3836 7.1333 -0.53
C 0.7617 1.4342 7.7122 -0.62
C 1.2359 0.3430 6.9758 -0.59
C 0.7957 0.2358 5.6624 0.34
H 1.4216 -2.7880 4.2667 0.30
H 0.9433 -2.6135 5.9795 0.37
H 2.5034 -1.9610 5.4225 0.34
H -1.0978 1.0569 3.1964 0.11
H -1.1794 2.9935 5.3144 0.40
H -0.4577 3.2163 7.7389 0.37
H 1.0507 1.5586 8.7512 0.37
H 1.9146 -0.4089 7.3716 0.40
```

Computed properties:
total energy = -182183.544 eV
maximum force = 1.89 eV Å⁻¹
ΔE to the lowest compared entry with this formula, charge and spin = 0.000 eV
total charge = 0
expectation value of S² = 2.002
spin multiplicity = 3
LUMO level (alpha / beta) = 0.07 / 0.07 eV
frontier orbital gap (alpha / beta) = 7.86 / 7.87 eV